This record from the Open Molecules 2025 dataset describes one molecule with the formula C13H16N4OS. The level of theory is the ωB97M-V functional and the def2-TZVPD basis.

The geometry in XYZ format:
```
35
Properties=species:S:1:pos:R:3:forces:R:3
C 0.781 3.217 -0.576 0.87 -1.07 -0.79
C -0.133 3.262 0.679 -0.52 -1.43 -1.61
C -0.073 1.950 1.511 0.13 0.17 -0.21
C -0.788 0.723 0.869 -0.71 0.83 0.20
N -2.086 0.615 1.152 1.84 -1.56 -0.82
C -2.473 -0.592 0.609 -1.51 0.40 0.68
C -3.879 -0.978 0.946 -1.03 1.34 -0.61
C -1.459 -1.169 -0.103 -1.27 -3.26 -0.70
C -1.247 -2.499 -0.792 -0.43 2.01 -0.57
C -2.419 -3.365 -1.040 -1.94 -1.25 0.99
N -0.144 -2.789 -1.402 0.75 0.82 -0.14
C 0.896 -1.860 -1.303 -1.52 0.71 0.24
S 2.417 -1.929 -2.199 -0.42 0.03 2.20
C 2.986 -0.738 -1.017 -2.03 1.50 -0.38
O 4.330 -0.625 -1.018 -0.72 0.12 0.45
C 4.836 0.046 0.137 -0.57 2.25 -0.26
N 2.010 0.001 -0.360 2.79 -2.54 -1.05
C 0.821 -0.692 -0.541 1.36 -1.48 -1.24
N -0.403 -0.359 0.007 2.38 3.73 2.41
H 0.442 3.836 -1.452 0.16 -0.27 1.08
H 1.854 3.571 -0.297 -1.74 -0.95 -0.61
H 0.783 2.122 -1.010 0.38 2.12 0.91
H 0.142 4.125 1.252 -0.13 0.36 0.60
H -1.195 3.310 0.361 0.54 0.46 0.18
H 0.937 1.722 1.778 0.94 -0.32 -0.24
H -0.507 2.202 2.506 -0.39 -0.74 -0.84
H -4.320 -1.814 0.428 0.17 -0.32 -0.29
H -4.506 -0.071 0.695 0.48 -0.97 0.18
H -4.054 -1.122 2.008 0.37 -0.11 0.22
H -3.338 -2.820 -1.389 1.17 -0.22 -0.32
H -2.200 -4.271 -1.640 0.06 0.92 0.01
H -2.850 -3.781 -0.102 0.57 0.21 -0.10
H 5.905 0.000 0.292 0.24 -0.55 -0.80
H 4.364 -0.354 1.005 -0.48 -0.17 0.72
H 4.569 1.126 0.004 0.20 -0.79 0.51
```
Forces are in eV/Å.

Computed properties:
HOMO-LUMO gap, eV: 7.66
Total energy, Ha: -1197.36737
Net charge: 0
Energy above the lowest of the compared OMol25 structures with the same formula, charge and spin, kcal per mole: 68.3

For each atom in turn, the Mulliken charge in e is:
1. C -0.688
2. C -0.590
3. C -1.039
4. C 0.378
5. N -0.661
6. C 0.611
7. C -1.365
8. C 0.132
9. C 1.042
10. C -1.416
11. N -0.690
12. C 0.126
13. S -0.185
14. C 0.385
15. O -0.353
16. C -0.646
17. N -0.329
18. C 0.303
19. N 0.194
20. H 0.320
21. H 0.200
22. H 0.067
23. H 0.394
24. H 0.314
25. H 0.394
26. H 0.349
27. H 0.328
28. H 0.316
29. H 0.272
30. H 0.303
31. H 0.355
32. H 0.341
33. H 0.266
34. H 0.327
35. H 0.242